Molecular formula: C5H13N3O
Method: DFT, ωB97M-V with the def2-TZVPD basis set

```
22
Properties=species:S:1:pos:R:3
C -1.284 2.043 -0.083
C -1.389 -0.684 -0.277
O -0.470 1.016 -0.579
N -2.239 -0.819 0.704
H -1.803 -0.709 1.620
H -1.809 -0.776 -1.287
H -1.681 2.733 -0.845
H -0.769 2.665 0.660
H -2.223 1.807 0.435
C 1.280 0.211 1.564
C 1.005 -0.093 0.121
N 2.044 0.084 -0.728
N 0.485 -1.896 -1.455
C 0.090 -1.256 -0.193
H 1.780 -0.039 -1.706
H 2.678 0.847 -0.528
H -0.059 -2.732 -1.634
H 0.299 -1.237 -2.212
H 0.084 -1.999 0.607
H 0.368 0.618 2.006
H 2.103 0.918 1.690
H 1.511 -0.701 2.121
```

## Properties
Charge: 0
HOMO-LUMO gap, eV: 8.75
Electronic energy, eV: -11910.468
LUMO, Ha: 0.026
Energy relative to the best compared isomer or geometry (same formula, charge and spin), kJ/mol: 400.2

Mulliken atomic charge list, values in e, 4 entries:
1. C -0.87
2. C 0.06
3. O -0.52
4. N -0.85